# C2H6

The molecule C2H6 (the ωB97M-V functional and the def2-TZVPD basis, OMol25).

The calculation puts the energy above the lowest of the compared OMol25 structures with the same formula, charge and spin at 15.6 kcal/mol. Its total charge is 0. Its SMILES is CC. As for the frontier orbital gap: 12.76 eV. The value obtained for the HOMO energy is -11.449 eV. For the LUMO energy, the calculation gives 1.31 eV.

Geometry (Å):
C 0.7742 -0.0820 -0.0011
C -0.7875 -0.0410 0.0114
H 1.0271 1.0735 0.0872
H 1.1270 -0.4683 0.8500
H 1.2470 -0.4209 -0.9379
H -1.3319 -0.9608 -0.4485
H -0.9614 0.8555 -0.5739
H -1.0946 0.0439 1.0128

Atomic forces in eV per Å
-1.6084 4.2533 -2.8445
0.8847 -1.7018 -2.3328
-0.0407 -2.2474 -0.2340
1.7009 -2.0471 2.8945
-0.2840 -0.1408 0.6040
1.0851 1.5814 0.6730
-1.0645 -0.0924 0.0489
-0.6731 0.3948 1.1910